Density functional theory data (ωB97M-V/def2-TZVPD) for C32H46MnN5O6SSi as an isolated structure.

Last column: Mulliken spin population.
Positions of all 92 atoms, in Å:
Mn 16.0889 10.1002 11.8645  4.25
N 17.6810 10.3614 10.3458  0.04
C 18.3506 11.6974 10.3841  -0.01
C 17.3617 12.8309 10.1310  0.02
C 16.3611 12.9231 11.3172  0.00
O 15.4513 13.7583 11.2276  0.00
O 16.5725 12.0823 12.3180  0.07
H 18.3059 9.5492 10.4874  0.00
H 17.3361 10.2481 9.4017  0.02
H 19.1629 11.8059 9.6494  0.00
H 18.8111 11.8364 11.3904  -0.01
H 16.6872 12.6489 9.3022  0.00
H 17.8561 13.8278 10.0014  0.00
N 6.6412 6.5706 13.5602  0.00
C 7.5799 6.9946 13.0163  0.00
C 8.6510 7.5171 12.2764  0.00
C 8.4647 8.6621 11.5232  0.00
C 9.5426 9.3735 11.0117  0.00
C 10.8450 8.9138 11.2544  0.00
C 11.0318 7.6568 11.9400  0.00
C 9.9364 7.0247 12.4865  0.00
N 11.9810 9.6794 10.8989  0.00
C 11.9879 11.0955 10.5196  0.00
C 13.3087 11.4375 10.5562  0.02
N 14.1061 10.3222 10.8485  0.02
C 13.2858 9.3034 11.0270  0.01
H 7.4132 8.9747 11.4059  0.00
H 9.3306 10.2455 10.3974  0.00
H 12.0155 7.2381 12.1211  0.00
H 10.0292 6.1132 13.0965  0.00
H 11.1282 11.7596 10.2635  0.00
H 13.8138 12.4055 10.3625  0.00
H 13.6415 8.3158 11.3307  0.00
C 15.7102 11.4380 5.7138  0.00
C 16.1658 10.0127 5.9791  0.00
C 17.5973 9.8307 6.1209  0.00
C 18.1413 8.5897 6.4453  0.00
C 17.2732 7.5538 6.8091  0.00
C 15.9019 7.6775 6.6275  0.00
C 15.3920 8.8910 6.1938  0.00
S 17.8977 5.9692 7.4070  0.00
O 17.0706 4.8936 6.8760  0.00
O 19.3437 6.0173 7.2451  0.00
N 17.7941 5.8799 9.0513  0.00
C 16.5802 5.5208 9.7444  0.00
C 16.7687 5.8236 11.2682  0.00
C 17.0649 7.3175 11.5016  0.03
O 18.1763 7.7901 11.1170  0.02
O 16.0879 8.0470 11.9943  0.07
H 14.6638 11.5573 5.7592  0.00
H 16.0087 11.7744 4.6862  0.00
H 16.2584 12.0987 6.4036  0.00
H 18.2620 10.6544 5.9083  0.00
H 19.2323 8.3911 6.4436  0.00
H 15.1898 6.8740 6.7086  0.00
H 14.3326 8.9373 6.0074  0.00
H 18.4000 6.5956 9.5417  0.00
H 16.4042 4.4606 9.6796  0.00
H 15.6913 6.0502 9.3730  0.00
H 17.6430 5.3005 11.6471  0.00
H 15.9249 5.4673 11.8740  0.00
C 14.8871 8.5540 14.9857  -0.06
Si 15.6366 10.1541 14.3719  -0.25
C 14.2712 11.4700 14.9785  -0.11
C 14.5104 12.9304 14.4566  -0.03
C 14.1968 11.3562 16.5197  -0.01
C 12.9243 10.9001 14.4721  -0.02
C 17.3515 10.1965 15.3215  -0.10
C 17.7631 11.6454 15.5180  -0.02
C 18.4519 9.4139 14.5082  0.03
C 17.1943 9.4107 16.6495  -0.01
H 14.4969 8.5832 15.9780  0.00
H 15.5545 7.7167 14.8670  0.00
H 14.0069 8.2843 14.3332  0.02
H 15.3020 13.4224 15.0211  0.00
H 13.5894 13.5103 14.5423  0.00
H 14.8476 12.9772 13.4333  0.01
H 14.9961 11.9709 16.9800  0.00
H 14.3908 10.3706 16.9283  0.00
H 13.2187 11.6737 16.8672  0.00
H 12.8388 10.8574 13.3800  0.01
H 12.1454 11.5923 14.8134  0.00
H 12.6907 9.9496 14.9398  0.00
H 17.9438 12.1117 14.5548  0.00
H 18.7125 11.7375 16.1024  0.00
H 16.9757 12.1926 16.0509  0.00
H 18.5870 9.7709 13.4731  0.01
H 18.1859 8.3464 14.4835  0.01
H 19.4320 9.4725 15.0076  0.00
H 16.5131 9.8726 17.3802  0.00
H 18.1695 9.3832 17.1567  0.00
H 16.8884 8.3924 16.5256  0.00

highest occupied orbital energy (alpha / beta) = -9.10 / -8.20 eV
Kohn-Sham gap (alpha / beta) = 8.10 / 7.37 eV
LUMO energy (alpha / beta) = -1.0 / -0.8 eV
<S²> = 6.494
spin multiplicity = 5
total charge = 0